DFT (wB97M-V/def2-TZVPD) results for a 2-piece molecular cluster, C9H15NO2 overall in a non-equilibrium geometry.

Properties
**Orbital gap**: 9.606 eV
**SMILES string**: C#C[C@H]1O[C@H]1C.CN1CC(O)C1
**Multiplicity**: 1
**E_LUMO**: 0.76 eV
**Relative energy (zero: lowest compared OMol25 entry of this formula, charge and spin)**: 4.877 eV

Element x y z (Å)
1 C -1.470 -1.026 0.345
2 C -1.737 -2.148 -0.023
3 C -2.092 -3.488 -0.438
4 O -1.328 -4.067 -1.495
5 C -1.201 -4.633 -0.198
6 C 0.135 -4.492 0.479
7 H -1.240 -0.034 0.649
8 H -3.171 -3.676 -0.512
9 H -1.684 -5.595 -0.084
10 H 0.510 -3.469 0.380
11 H 0.866 -5.186 0.036
12 H 0.049 -4.732 1.549
13 C 2.546 4.768 -0.340
14 N 1.291 4.051 -0.356
15 C 1.328 2.629 -0.710
16 C 0.238 2.377 0.334
17 O 0.428 1.206 1.086
18 C 0.680 3.727 0.937
19 H 2.939 4.846 -1.359
20 H 2.389 5.784 0.043
21 H 3.312 4.271 0.292
22 H 1.123 2.392 -1.763
23 H 2.259 2.127 -0.396
24 H -0.771 2.426 -0.104
25 H -0.318 1.116 1.705
26 H 1.423 3.547 1.729
27 H -0.081 4.436 1.287

=====

DFT (wB97M-V/def2-TZVPD) results for C9H15O7Rb2 as an isolated structure in a non-equilibrium geometry.

Properties
**Orbital gap**: 6.170 eV
**Charge**: +1
**Multiplicity**: 1
**E_LUMO**: -4.32 eV
**Relative energy (zero: lowest compared OMol25 entry of this formula, charge and spin)**: 2.933 eV

Element x y z (Å)
1 Rb 2.238 -12.665 7.127
2 Rb 5.453 -10.982 4.365
3 C 5.462 -11.278 7.708
4 O 4.685 -10.236 7.157
5 H 5.443 -11.155 8.791
6 H 4.928 -12.205 7.499
7 H 6.523 -11.426 7.507
8 C 9.183 -10.837 9.679
9 C 9.796 -9.959 10.818
10 C 9.185 -10.045 12.209
11 O 10.334 -10.041 13.008
12 C 11.416 -10.010 12.227
13 O 12.572 -10.101 12.590
14 O 11.180 -10.118 10.998
15 H 8.365 -10.227 9.295
16 H 8.957 -11.844 10.030
17 H 9.845 -10.910 8.816
18 H 9.679 -8.902 10.581
19 H 8.619 -10.915 12.541
20 H 8.655 -9.096 12.285
21 C 9.265 -16.247 8.800
22 C 8.149 -15.425 9.348
23 C 6.727 -15.433 8.737
24 O 5.911 -15.356 9.851
25 C 6.667 -15.384 11.045
26 O 6.221 -15.192 12.150
27 O 7.996 -15.575 10.759
28 H 9.428 -16.061 7.738
29 H 8.947 -17.262 9.034
30 H 10.261 -16.306 9.239
31 H 8.522 -14.409 9.220
32 H 6.700 -16.181 7.945
33 H 6.581 -14.440 8.313